1.
This record from the OMol25 dataset describes 2 unconnected molecules or ions with the total composition C4H4O in a non-equilibrium geometry. The level of theory is the ωB97M-V functional and the def2-TZVPD basis.

XYZ file:
```
9
Properties=species:S:1:pos:R:3:lowdin_charge:R:1
C 1.017 -2.130 -0.129 0.225
C 0.599 -0.903 -0.282 -0.422
C 0.740 0.553 -0.382 -0.072
C -0.599 -0.086 0.024 -0.323
O -1.283 0.218 1.192 -0.032
H 1.387 0.982 0.356 0.107
H 0.703 0.876 -1.448 0.118
H -1.783 -0.099 -1.294 0.263
H -0.780 0.590 1.963 0.134
```

Summary:
lowest unoccupied orbital energy: -0.746 eV
frontier orbital gap: 9.23 eV

---

2.
This record from the OMol25 dataset describes a single C4H4O molecule. The level of theory is the ωB97M-V functional and the def2-TZVPD basis.

XYZ file:
```
9
Properties=species:S:1:pos:R:3:lowdin_charge:R:1
O 1.468 -1.691 0.435 0.062
C 0.399 -1.210 0.150 -0.270
C 0.245 0.149 -0.502 -0.186
C -1.596 1.673 -0.159 0.196
C -0.591 1.051 0.392 -0.279
H -0.552 -1.733 0.379 0.130
H -0.263 0.023 -1.467 0.116
H 1.238 0.574 -0.675 0.122
H -0.348 1.164 1.447 0.109
```

Summary:
lowest unoccupied orbital energy: -0.731 eV
frontier orbital gap: 9.58 eV

---

3.
This record from the OMol25 dataset describes a molecular structure, C4H4O12Rb in a non-equilibrium geometry. The level of theory is the ωB97M-V functional and the def2-TZVPD basis.

XYZ file:
```
21
Properties=species:S:1:pos:R:3:lowdin_charge:R:1
Rb -11.004 17.517 3.673 0.868
O -8.242 21.931 7.703 0.054
C -8.496 20.769 7.143 -0.910
O -9.567 20.593 6.524 -0.062
O -7.679 19.849 7.470 -0.117
H -7.650 21.440 8.278 0.067
O -13.981 12.652 6.532 0.057
C -13.550 13.897 6.558 -0.948
O -13.982 14.698 7.381 -0.027
O -12.581 14.056 5.784 -0.072
H -13.193 12.674 5.985 0.022
O -11.571 17.433 -1.256 0.028
C -10.414 16.692 -1.292 -0.905
O -10.182 16.090 -2.348 -0.085
O -9.658 16.707 -0.314 -0.068
H -11.831 17.232 -2.158 0.070
O -14.519 19.369 2.588 0.046
C -15.578 19.990 3.104 -0.947
O -16.332 19.416 3.895 -0.053
O -15.754 21.140 2.678 -0.091
H -14.443 20.069 1.936 0.075
```

Summary:
net charge: -3
lowest unoccupied orbital energy: 5.825 eV
frontier orbital gap: 6.44 eV

---

4.
This record from the OMol25 dataset describes a molecular structure, C4H4O12Zn in a non-equilibrium geometry. The level of theory is the ωB97M-V functional and the def2-TZVPD basis.

XYZ file:
```
21
Properties=species:S:1:pos:R:3:lowdin_charge:R:1
Zn -0.180 -0.789 0.683 0.723
O -4.176 3.477 -1.410 0.082
C -2.893 3.215 -1.185 -0.899
O -2.613 2.319 -0.418 0.019
O -2.018 4.038 -1.503 0.035
H -4.655 2.733 -1.037 0.097
O 2.811 -1.673 -4.823 0.091
C 2.063 -0.906 -4.044 -0.893
O 2.309 0.282 -4.055 0.065
O 1.444 -1.379 -3.065 -0.015
H 2.676 -2.482 -4.323 0.094
O 5.420 1.336 1.898 0.097
C 4.157 1.534 1.654 -0.896
O 3.439 0.552 1.908 -0.041
O 3.766 2.580 1.061 -0.004
H 5.131 0.602 2.445 0.082
O -4.249 -3.607 3.386 0.129
C -3.104 -3.078 2.994 -0.996
O -2.453 -3.425 2.095 0.071
O -2.528 -2.170 3.509 0.054
H -4.344 -3.160 4.230 0.105
```

Summary:
net charge: -2
lowest unoccupied orbital energy: -0.537 eV
frontier orbital gap: 2.37 eV

---

5.
This record from the OMol25 dataset describes a single C4H4O2 molecule. The level of theory is the ωB97M-V functional and the def2-TZVPD basis.

XYZ file:
```
10
Properties=species:S:1:pos:R:3:lowdin_charge:R:1
O 1.895 0.467 -1.614 0.057
C 2.185 -0.214 -0.658 -0.284
C 1.103 -0.715 0.176 0.040
C 0.002 -0.298 0.442 0.015
C -1.248 0.439 0.344 -0.263
O -2.301 -0.210 1.003 -0.048
H 3.221 -0.388 -0.357 0.110
H -1.102 1.437 0.773 0.138
H -1.421 0.583 -0.737 0.139
H -2.332 -1.101 0.627 0.096
```

Summary:
SMILES: O=CC#CCO
lowest unoccupied orbital energy: 0.007 eV
frontier orbital gap: 10.34 eV

---

6.
This record from the OMol25 dataset describes a single C4H4O2 molecule in a non-equilibrium geometry. The level of theory is the ωB97M-V functional and the def2-TZVPD basis.

XYZ file:
```
10
Properties=species:S:1:pos:R:3:lowdin_charge:R:1
O 0.779 1.848 0.423 0.086
C 0.162 1.266 1.258 -0.360
O -0.617 0.181 1.113 -0.039
C -0.751 -0.455 -0.223 -0.188
C 0.283 -0.281 -1.297 0.002
C 0.404 -1.449 -0.670 0.084
H -0.011 1.499 2.281 0.127
H -1.920 -0.638 -0.252 0.167
H 0.703 0.312 -2.001 0.068
H 0.968 -2.283 -0.631 0.053
```

Summary:
SMILES: O=COC1C=C1
lowest unoccupied orbital energy: 1.072 eV
frontier orbital gap: 11.13 eV

---

7.
This record from the OMol25 dataset describes a single C4H4O2 molecule in a non-equilibrium geometry. The level of theory is the ωB97M-V functional and the def2-TZVPD basis.

XYZ file:
```
10
Properties=species:S:1:pos:R:3:lowdin_charge:R:1
C 0.392 0.458 -0.002 -0.088
C -1.935 0.130 0.009 -0.273
C 1.523 1.065 0.072 -0.050
C 0.000 -1.044 -0.013 -0.135
O -2.919 0.764 0.000 0.196
O -1.445 -1.057 0.125 0.018
H 2.426 0.530 0.180 0.044
H 1.579 2.161 -0.043 0.064
H 0.038 -1.270 -1.051 0.108
H 0.343 -1.738 0.722 0.116
```

Summary:
lowest unoccupied orbital energy (spin up / spin down): 0.397 / 0.396 eV
frontier orbital gap (spin up / spin down): 8.94 / 8.94 eV

---

8.
This record from the OMol25 dataset describes 2 unconnected molecules or ions with the total composition C4H4O2 in a non-equilibrium geometry. The level of theory is the ωB97M-V functional and the def2-TZVPD basis.

XYZ file:
```
10
Properties=species:S:1:pos:R:3:lowdin_charge:R:1
O -2.504 1.174 -0.014 0.158
C -2.001 0.125 0.149 -0.158
C -1.057 -0.786 0.181 -0.144
O -1.396 -2.194 0.021 -0.060
H -0.012 -0.695 0.480 0.100
H -1.767 -2.161 -0.864 0.074
C 2.691 0.825 0.135 0.019
C 1.687 1.416 0.007 -0.003
H 3.458 0.193 0.084 -0.017
H 0.901 2.103 -0.178 0.030
```

Summary:
SMILES: O=C=CO.C#C
lowest unoccupied orbital energy: -0.236 eV
frontier orbital gap: 8.80 eV

---

9.
This record from the OMol25 dataset describes a molecular structure, C4H4O2 in a non-equilibrium geometry. The level of theory is the ωB97M-V functional and the def2-TZVPD basis.

XYZ file:
```
10
Properties=species:S:1:pos:R:3:lowdin_charge:R:1
O -0.618 1.271 -0.760 -0.077
C -0.864 0.025 -1.194 0.081
C 0.624 0.829 -0.252 -0.161
C 0.329 -0.277 0.768 -0.218
O -0.964 -0.152 1.302 0.020
C -0.796 -0.879 0.073 -0.215
H 0.973 0.246 -1.212 0.141
H 1.291 1.658 -0.141 0.132
H 1.089 -0.792 1.351 0.158
H -1.064 -1.929 0.065 0.140
```

Summary:
lowest unoccupied orbital energy: -0.172 eV
frontier orbital gap: 8.72 eV

---

10.
This record from the OMol25 dataset describes a single C4H4O2 molecule. The level of theory is the ωB97M-V functional and the def2-TZVPD basis.

XYZ file:
```
10
Properties=species:S:1:pos:R:3:lowdin_charge:R:1
O 0.514 -0.840 1.632 0.070
C -0.165 -0.478 0.539 -0.377
C 0.335 -0.613 -0.861 0.012
C -0.020 0.817 -0.588 -0.224
O -1.383 0.992 -0.642 -0.041
C -1.088 0.597 0.711 0.024
H -0.319 -1.087 -1.591 0.129
H 1.392 -0.847 -0.981 0.129
H 0.666 1.656 -0.536 0.159
H 0.076 -0.271 2.303 0.118
```

Summary:
lowest unoccupied orbital energy: 0.916 eV
frontier orbital gap: 9.59 eV

---

11.
This record from the OMol25 dataset describes a single C4H4O2 molecule in a non-equilibrium geometry. The level of theory is the ωB97M-V functional and the def2-TZVPD basis.

XYZ file:
```
10
Properties=species:S:1:pos:R:3:lowdin_charge:R:1
O -2.269 -0.115 -0.092 0.120
C -0.898 -0.020 -0.121 -0.444
C -0.068 0.994 -0.032 -0.017
C 1.279 0.416 0.032 -0.049
C 1.061 -0.905 -0.033 -0.111
O -0.297 -1.187 -0.077 0.074
H -2.345 -0.507 0.721 0.061
H -0.287 2.072 -0.177 0.130
H 2.081 1.077 -0.096 0.088
H 1.744 -1.825 -0.125 0.149
```

Summary:
SMILES: Oc1ccco1
lowest unoccupied orbital energy: 0.873 eV
frontier orbital gap: 9.74 eV

---

12.
This record from the OMol25 dataset describes a single C4H4O2 molecule. The level of theory is the ωB97M-V functional and the def2-TZVPD basis.

XYZ file:
```
10
Properties=species:S:1:pos:R:3:lowdin_charge:R:1
C -0.411 1.472 1.871 0.126
C -0.142 0.471 1.260 -0.091
C 0.146 -0.768 0.535 -0.181
O 1.037 -0.531 -0.567 -0.027
C 0.466 -0.402 -1.775 -0.339
O -0.707 -0.496 -2.016 0.077
H -0.646 2.369 2.402 0.031
H -0.783 -1.207 0.161 0.124
H 0.663 -1.484 1.180 0.132
H 1.251 -0.205 -2.520 0.148
```

Summary:
SMILES: C#CCOC=O
lowest unoccupied orbital energy: 0.913 eV
frontier orbital gap: 11.39 eV

---

We obtain ΔE to the lowest compared entry with this formula, charge and spin values of 7.5133, 3.5129, 1.8004, 13.4463, 2.8653, 2.7984, 3.7317, 4.0959, 5.6371, 4.2478, 0.9380, 1.5031 eV for the records listed above, in that order.